[1]
The following is a DFT calculation (wB97M-V/def2-TZVPD) of C16H34O3P2PbS as an isolated structure.

XYZ file:
```
57
Properties=species:S:1:pos:R:3:mulliken_charge:R:1
H 2.7634 -1.8496 -1.4954 0.41
H -1.0291 2.6460 -2.9892 0.43
C 1.2823 2.8646 5.1246 -1.06
H 1.4756 -1.3778 2.8653 0.32
H 0.5763 3.4017 -2.8888 0.49
C -3.3452 -0.2886 -1.3294 -1.07
S 1.4909 1.3725 4.1662 1.26
H -1.4331 -2.7971 -3.0758 0.42
H -4.2597 -2.0354 -0.5646 0.42
C -0.4869 -3.2256 -2.7101 -1.66
H 2.5948 2.6843 -0.4185 0.34
O 0.7626 1.5450 2.8697 -0.62
H -4.1086 0.4295 -1.0095 0.33
H 0.5690 -0.4876 0.3081 -0.57
H 3.1745 -1.2886 3.4605 0.48
H 1.3720 2.7863 0.9266 0.31
H 2.1827 -3.3100 -0.6004 0.39
H 1.3079 3.9306 -0.4596 0.57
H 0.0854 -0.7984 -3.5380 0.89
H 1.8718 3.6756 4.6841 0.32
H 0.2154 3.1050 5.1452 0.35
H 1.2211 1.1262 -3.1283 0.66
H -1.1387 -0.2228 -2.1400 -0.80
H -0.8318 1.0122 1.6003 0.51
C 1.0539 0.5900 -2.1757 -0.96
C -2.0832 0.5036 -1.6100 -0.13
C -1.4843 1.2322 -0.4790 0.14
H -2.2569 1.2078 -2.4403 0.42
H -1.9922 2.1751 -0.2215 0.79
H -0.4304 -3.0236 0.3868 0.94
Pb 3.0574 0.5491 1.5570 0.99
H 0.1769 -3.3922 -3.5718 0.52
H -0.7177 3.9052 -1.7776 0.50
O 0.9941 0.2761 4.9787 -0.61
C -1.3006 0.4018 0.8084 -1.62
H -3.5629 -1.1123 0.7379 0.38
C 2.0427 -2.6793 -1.4892 -1.07
O 2.9807 1.3588 3.8645 -0.74
C -3.3543 -1.4638 -0.2860 -0.72
C 0.0929 -0.5533 -2.4642 -0.52
H 2.2031 -3.2921 -2.3910 0.45
C -0.8511 -2.1073 -0.0982 -0.02
H -3.6411 -0.7095 -2.3102 0.45
H 2.8224 -2.1451 1.8847 0.39
H -2.4797 -3.4105 -0.6460 0.47
C -0.4086 -0.8340 0.7041 0.16
H 1.6601 2.6383 6.1273 0.39
C -0.2764 3.0407 -2.2929 -1.78
C 1.5274 2.8767 -0.1602 -1.22
H 2.0413 0.2578 -1.7990 0.27
H -0.1706 -1.1481 1.7357 0.67
P 0.3687 -2.0783 -1.5619 0.77
H -0.6942 -4.1875 -2.2203 0.44
H -2.2510 0.0898 1.2383 0.53
P 0.3289 1.8340 -1.0123 1.11
C -2.2368 -2.3686 -0.3862 -1.16
C 2.5286 -1.3296 2.5673 -1.35
```

ΔE to the lowest compared entry with this formula, charge and spin   38.18 kcal per mole
Maximum force   4.3 eV Å⁻¹
Electronic energy   -57926.4175 eV
HOMO level (alpha / beta)   -14.406 / -14.116 eV
Charge   +2
Multiplicity   1

=====

[2]
The following is a DFT calculation (wB97M-V/def2-TZVPD) of a 5-piece molecular cluster, C16H35IO8S5Si overall.

XYZ file:
```
66
Properties=species:S:1:pos:R:3:mulliken_charge:R:1
C 6.5950 0.8910 3.4136 -0.55
H -1.5317 -2.0361 -0.9937 0.16
H 4.9611 3.8584 3.5002 0.41
C -4.1283 1.1225 -5.5533 -0.71
H -0.6953 -3.5667 -1.2516 0.38
C -5.3368 0.7108 -6.3851 -0.61
H -5.0574 2.1908 0.4800 -0.17
H 6.6829 0.4027 5.5753 0.40
S 5.2587 2.2483 5.2111 1.11
C 0.6449 -1.8650 -1.1562 -0.32
O -3.2569 -0.1589 -3.4030 -0.48
C -0.7898 -0.3827 3.2441 -0.47
C 0.4975 0.1943 5.2716 -0.80
C 1.6701 -2.4069 -2.1526 -0.81
O 5.5831 3.3725 6.0484 -0.70
H -0.8415 -1.1230 2.4493 0.22
C 1.4325 0.7537 4.2095 -0.40
H 2.1071 -3.3502 -1.8293 0.37
H 5.8614 1.9895 1.6723 0.37
H 0.5729 -0.7794 -1.2484 0.21
O -2.6317 -1.0669 -5.6361 -0.68
H 2.2514 0.0703 3.9873 0.24
H -4.2538 1.9449 -1.8050 -0.16
H -3.2879 1.5182 -6.1189 0.40
O 1.1544 -1.8793 -4.7202 -0.67
H -4.3979 1.8024 -4.7453 0.30
O 4.1735 1.3735 5.5933 -0.58
C 6.7108 1.2463 4.8899 -0.72
H -0.1797 0.9781 5.6171 0.36
C -5.1770 -1.2550 -4.8988 -0.64
H 7.5383 0.5112 3.0244 0.34
C -6.1518 -0.2409 -5.5001 -0.56
S -3.5898 -0.4071 -4.7883 1.14
H -1.5973 -3.0008 -3.4710 0.50
H -1.0655 -1.3111 -3.2996 0.02
O -0.2241 2.1593 2.7150 -0.70
H -1.7425 0.1371 3.3225 0.33
H -5.4388 -1.5767 -3.8933 0.29
H -1.9415 0.9687 -0.8264 0.14
H 4.0376 2.3663 3.1984 -0.02
O 1.1486 0.4244 1.5800 -0.62
H 6.9954 2.8831 2.6795 0.29
C -0.7014 -2.5056 -1.5147 -0.66
H 0.3615 -1.7842 4.4170 0.29
H -5.0041 0.1962 -7.2888 0.30
H 2.4570 -1.7054 -2.4178 0.38
H -6.6318 0.3248 -4.6987 0.26
I -6.1308 -0.4722 -0.8317 -0.12
S -2.6615 0.4526 0.1892 -0.15
H -1.1286 -1.2669 5.1970 0.35
C -0.8599 -2.3422 -3.0190 -0.32
H 5.8403 0.1134 3.2779 0.29
H -6.9352 -0.7452 -6.0636 0.34
O 0.7948 -4.2012 -3.8977 -0.68
C 6.1615 2.1792 2.7014 -0.69
S 0.7518 -2.7762 -3.6671 1.15
H 1.0606 -0.1650 6.1310 0.34
H 1.8277 1.7418 4.4274 0.30
S 0.4155 0.8672 2.7444 1.26
C 5.0012 2.7722 3.5020 -0.27
Si -4.4759 1.2761 -0.5151 0.37
H 7.5791 1.8716 5.0969 0.36
H -5.9190 1.5791 -6.6899 0.36
H -5.0117 -2.1181 -5.5412 0.38
C -0.2939 -0.9273 4.5855 -0.70
H 0.9425 -2.0761 -0.1317 0.28
```

Maximum force   0.3 eV Å⁻¹
Electronic energy   -103694.6176 eV
HOMO level   -9.658 eV
SMILES string   O=S1(=O)CCCC1.O=S1(=O)CCCC1.O=S1(=O)CCCC1.O=S1(=O)CCCC1.S[SiH2]I
Multiplicity   1

=====

[3]
The following is a DFT calculation (wB97M-V/def2-TZVPD) of a 3-piece molecular cluster, C16H35N2O6PS overall.

XYZ file:
```
61
Properties=species:S:1:pos:R:3:mulliken_charge:R:1
H 4.6958 0.5959 1.4923 0.37
C -1.5364 1.3194 -2.6733 -0.54
O -2.7858 1.4030 -4.7329 -0.23
H 5.9318 1.9794 -1.5754 0.28
C 6.6252 1.7968 -0.7514 -0.69
H -4.7914 -0.0666 0.7708 0.45
O 3.9398 0.3132 -1.7639 -0.36
C -0.0494 -1.5396 6.6919 -0.75
N -2.9334 -0.3612 1.7134 -0.30
C -1.5312 -1.6242 4.8438 -0.34
H 4.3603 -1.4740 -2.7215 0.31
H 0.9743 0.0737 -2.3399 0.07
H -3.2933 2.6701 -6.2652 0.32
O 6.1680 0.7630 0.1032 -0.37
H -3.6366 -1.4914 4.5494 0.32
H -2.3675 0.0236 -7.2622 0.29
C -2.1536 -1.6111 0.1956 0.44
O -0.4630 -0.9330 5.4822 -0.39
H -2.3650 1.2930 -1.9735 0.20
H -0.8997 -1.8174 7.3190 0.33
N -1.8263 -1.1104 1.3091 -0.26
H 4.4565 1.9136 0.3341 0.37
C -2.0107 2.1884 -3.8529 -0.65
H 5.7814 -0.6226 -2.0599 0.38
C 0.2952 -1.4212 -0.9830 -0.80
H -3.0222 -0.0689 8.2629 0.25
H 6.7672 2.7234 -0.1850 0.32
H 1.2019 -1.9780 -0.7655 0.45
H 0.5637 -0.8195 7.2328 0.25
H -3.7198 0.9157 6.9610 0.32
C 4.8107 -0.4912 -2.5417 -0.81
H -3.5561 1.1059 -7.9112 0.38
H -2.2057 -1.1625 -2.8133 -0.02
H -1.6563 2.0104 -6.3754 0.32
H -3.9387 0.0625 -6.4973 0.30
O -3.2259 -1.0369 6.4870 -0.40
H -0.6430 1.7713 -2.2574 0.48
H 4.9560 0.0053 -3.4998 0.26
O -3.3884 -1.2840 -0.1941 -0.26
P -1.1418 -0.3934 -3.3131 -0.13
C -2.6807 1.7830 -6.0800 -0.25
H -1.3357 -1.5981 3.7694 0.24
H -2.8530 0.0777 4.7700 0.32
H -1.1637 2.6311 -4.3748 0.38
H 0.2263 -0.6632 -0.2125 0.37
H 1.0225 -1.5091 -3.0342 0.48
S -1.0504 -2.6147 -0.7193 -0.19
H 0.5539 -2.4307 6.4848 0.32
C 4.7942 0.8783 0.4399 -0.75
C -3.1907 0.6750 -6.9860 -1.21
H -1.9725 0.5563 6.9758 0.32
C -3.8088 -0.4833 0.8310 -0.07
C 3.9318 -0.0471 -0.3914 -0.09
H 2.8952 0.0395 -0.0481 0.14
H 7.5845 1.4870 -1.1630 0.25
H -1.5530 -2.6724 5.1587 0.30
C 0.4170 -0.8575 -2.4206 -0.33
H -2.6211 3.0181 -3.4892 0.31
C -2.9646 0.1577 7.1989 -0.73
H 4.2457 -1.0875 -0.2617 0.37
C -2.8634 -0.9603 5.1122 -0.33
```

Maximum force   2.3 eV Å⁻¹
Electronic energy   -52543.9067 eV
HOMO level   -8.244 eV
SMILES string   CCOCCPCCSc1nnco1.COCCOC.COCCOC
Multiplicity   1

=====

[4]
The following is a DFT calculation (wB97M-V/def2-TZVPD) of a 2-piece molecular cluster, C16H35NO6 overall.

XYZ file:
```
58
Properties=species:S:1:pos:R:3:mulliken_charge:R:1
H -2.7643 -0.3632 -0.9862 0.30
H 1.8089 1.2575 -1.9502 0.43
C 2.1685 1.4360 -0.9349 -1.17
H -0.5449 1.7086 1.2321 0.46
H 2.9858 2.1550 -1.0478 0.47
H 3.6231 0.3965 0.2944 0.24
H 2.6762 -3.6634 -0.8250 0.29
C -2.3332 -0.3547 2.2121 0.41
H 0.3334 0.2522 0.8478 -0.38
H -3.9572 -1.6791 0.3739 0.44
C -2.4078 -2.9932 -0.3703 -0.47
C 2.7922 0.1496 -0.3693 0.34
H -1.4107 1.8483 -1.0468 0.22
H 4.9955 -1.8122 -0.5891 0.39
N -2.0559 -0.8737 0.8914 0.51
C -2.9693 -2.0246 0.6968 -1.13
H 4.0666 -0.1143 -2.0555 0.30
H 1.5262 2.6555 0.7781 0.46
O -2.7248 6.0922 -0.2945 -0.53
H -1.1947 7.3538 0.1093 0.29
C 1.0995 2.1101 -0.0642 -0.60
H 2.5081 -4.8829 1.0487 0.32
O -3.2497 -4.5699 -2.0800 -0.53
H -0.5634 -0.8447 2.5913 0.37
C 3.5287 -4.6871 1.3775 -0.71
H -3.0694 0.8665 0.2093 0.42
H 2.5119 -2.4224 0.4357 0.31
O -3.4024 -0.0016 2.6045 -0.56
H 4.1147 -5.5965 1.2282 0.24
H 0.6185 2.8724 -0.6813 0.17
C 3.2275 -2.9484 -0.2051 -0.25
H 2.0813 -0.4473 0.1996 -0.35
H -1.1859 4.5193 1.2512 0.16
C -1.6807 6.5061 0.5898 -0.58
C -3.5631 -3.4597 -1.2691 -0.48
H -2.3079 -4.5490 -2.2510 0.32
C 4.0470 -2.0051 -1.0879 -0.79
C -0.6878 5.3802 0.7835 -0.18
H 3.5563 -4.4355 2.4390 0.24
H -3.8758 -2.6010 -1.8755 0.27
H -3.1057 -2.5568 1.6356 0.43
H -3.2669 5.4470 0.1693 0.31
C -0.0217 1.1881 0.4215 0.18
H -2.1006 6.8320 1.5460 0.34
O -0.1452 4.9740 -0.4654 -0.48
H -1.6300 -2.4945 -0.9503 0.38
H -0.6223 0.3530 -1.5042 0.25
C 3.3310 -0.7234 -1.5193 -0.81
H 0.1380 5.6947 1.4217 0.31
H 2.5295 -0.9176 -2.2351 0.40
O 4.1416 -3.6405 0.6388 -0.39
C -2.3146 0.1550 -0.1365 -0.94
H -1.9677 -3.8577 0.1291 0.40
C -1.0616 0.8860 -0.6593 -0.47
H -4.3938 -3.7218 -0.6127 0.32
O -1.2533 -0.3210 3.0098 -0.52
H -0.8683 5.0346 -1.1023 0.33
H 4.2903 -2.5617 -1.9974 0.29
```

ΔE to the lowest compared entry with this formula, charge and spin   0.00 kcal per mole
Maximum force   0.9 eV Å⁻¹
Electronic energy   -30933.3727 eV
HOMO level   -9.683 eV
SMILES string   COCCCCCCCCCN(CCCO)C(=O)O.OCCO
Multiplicity   1

=====

[5]
The following is a DFT calculation (wB97M-V/def2-TZVPD) of a 5-piece molecular cluster, C16H36BrFO14S4 overall.

XYZ file:
```
72
Properties=species:S:1:pos:R:3:mulliken_charge:R:1
H 2.2413 1.7758 0.5918 0.38
H 7.7327 7.3591 -2.3075 0.31
O 2.4189 3.7287 -2.2651 -0.26
H -1.1359 -6.4701 0.1669 0.35
C -1.0366 -4.4781 1.0059 0.57
O 0.7101 2.0055 -1.8774 -0.53
C -0.4306 -5.8272 0.6957 -0.55
O 0.8276 4.0087 -0.4073 -0.63
C 2.7345 2.2507 -0.2536 -0.83
O 4.9051 7.3893 -2.2852 -0.56
H 2.6486 4.5139 -4.1131 0.28
H -3.8271 -4.8328 3.7559 0.16
S 1.4727 3.0176 -1.2085 1.18
C 7.3203 8.3438 -2.1071 -0.97
O 5.2610 9.4114 -0.8953 -0.65
H 0.1465 -0.4993 -1.9709 0.28
C -3.1521 -0.9795 -1.7523 0.45
H -3.7112 -1.1146 -0.8372 0.22
H 3.4225 3.0159 0.0935 0.19
C -0.8434 -0.7225 -2.3235 -0.50
O -4.5843 -4.4648 1.9200 -0.06
H -0.4984 -8.5312 4.6397 0.38
H 1.1565 3.6056 -3.9138 0.31
O -0.5777 -3.0533 -1.6062 -0.59
C 1.0996 5.6275 -3.1286 -0.88
H 1.7671 6.3205 -2.6170 0.14
F -3.9487 -0.5570 -2.7701 -0.33
H 7.9496 8.9038 -1.4220 0.34
H -5.2015 -3.4579 -1.3290 0.41
O 6.1562 7.2450 -0.1652 -0.25
H 0.7544 6.0871 -4.0545 0.40
C -1.9767 -0.0021 -1.6116 -0.42
H -1.9413 -4.5791 1.6065 -0.22
H 7.1865 8.8916 -3.0368 0.37
C -4.6682 -3.9646 -0.5272 -0.56
H -4.5283 -3.2294 3.5917 0.35
H 0.4430 -5.7080 0.0586 0.28
C 4.0831 6.0691 0.4521 -0.69
S -1.0289 -7.1457 2.8558 1.30
H 3.4795 6.4964 -0.3459 0.16
H -6.1204 -5.8534 3.6481 0.29
H -4.7238 -5.0407 -0.6645 0.43
H 5.7485 6.5974 1.7070 0.29
H 0.8372 -7.4159 4.2517 0.32
S -5.4566 -3.5310 0.9783 1.16
H -1.2937 -3.9667 0.0850 -0.43
C 5.1829 7.0186 0.8787 -0.59
H 3.2431 1.5100 -0.8637 0.33
H 4.5070 5.1373 0.0764 0.18
H -0.3371 -3.8603 1.5704 0.30
C -4.6746 -4.2836 3.3510 -0.24
H -6.8302 -4.2465 3.5776 0.32
H 0.2345 5.4650 -2.4880 0.30
O -1.8728 -8.0257 2.1082 -0.67
C 1.8184 4.3294 -3.4353 -0.34
O -5.1626 -2.1615 1.2853 -0.65
C 0.0872 -8.0848 3.8396 -1.05
O -6.8098 -3.9901 0.9630 -0.63
H -0.8954 -0.4784 -3.3748 0.32
Br -1.5616 0.5627 0.1810 -0.10
S 5.7229 8.1549 -1.3959 1.19
H 0.5408 -8.8554 3.2237 0.34
H 4.7767 7.9750 1.2107 0.36
H -3.6388 -3.6269 -0.4849 -0.23
C -5.9707 -4.8124 3.9325 -1.13
O 0.0504 -6.5172 1.8758 -0.28
H -2.2581 0.9037 -2.1207 0.43
O -1.6027 -6.1148 3.6646 -0.58
O -2.6002 -2.2115 -2.1849 -0.33
C -1.2452 -2.1350 -2.0086 0.52
H -5.9438 -4.7418 5.0199 0.40
H 3.4218 5.8498 1.2906 0.49
```

Maximum force   1.5 eV Å⁻¹
Electronic energy   -161940.4700 eV
HOMO level   -10.536 eV
SMILES string   O=C1C[C@H](Br)[C@@H](F)O1.CCOS(C)(=O)=O.CCOS(C)(=O)=O.CCOS(C)(=O)=O.CCOS(C)(=O)=O
Multiplicity   1

=====

[6]
The following is a DFT calculation (wB97M-V/def2-TZVPD) of C16H36LiN3O9P as an isolated structure.

XYZ file:
```
66
Properties=species:S:1:pos:R:3:mulliken_charge:R:1
N 12.2641 -7.5764 28.3841 0.95
H 17.0662 -8.3932 21.0508 0.28
H 18.4527 -7.7529 22.9175 0.32
C 17.2788 -9.1219 16.3277 -0.68
Li 10.5005 -4.3110 24.4677 0.98
H 15.5042 -6.9914 15.6993 0.37
N 12.3204 -5.0977 20.5164 1.11
C 17.3896 -8.1244 15.1368 -0.52
H 17.8727 -7.7667 17.8138 0.43
O 6.1292 -2.0446 26.9572 -0.65
C 21.2656 -10.9241 16.7071 -0.32
H 17.4348 -10.1288 15.9403 0.46
C 18.3713 -7.0575 22.0821 -0.43
N 6.8791 -2.4111 26.0670 1.01
H 19.6642 -11.6706 19.6223 0.45
O 7.9359 -1.8202 25.8412 -0.68
H 17.1244 -12.4576 20.5227 0.37
C 16.5776 -11.5255 20.6657 -0.50
H 16.9827 -10.9483 21.4969 0.33
H 16.2465 -8.9423 16.6279 0.39
H 22.7441 -9.3852 16.1763 0.33
H 19.2040 -9.5735 21.0738 0.53
H 19.1592 -12.0118 17.9152 0.55
H 19.2220 -6.3769 22.0472 0.34
C 20.9781 -10.7634 18.2197 -0.69
H 17.0615 -6.1324 15.8498 0.32
H 22.7046 -10.8924 15.1988 0.39
H 17.8180 -7.0293 20.1236 0.24
O 11.9714 -5.9443 21.2738 -0.71
O 13.2377 -7.3265 29.1214 -0.65
H 23.4315 -10.8540 16.8445 0.32
H 15.9331 -9.8581 19.4384 0.58
O 11.8974 -8.6981 28.0878 -0.64
C 17.2706 -6.0931 22.5226 -1.41
H 16.4264 -11.2718 18.5187 0.63
O 11.6040 -6.6184 27.9345 -0.66
H 14.5576 -10.8226 21.1126 0.46
H 18.4561 -7.9003 15.1179 0.26
H 16.4266 -6.5749 23.0161 0.34
C 17.9673 -7.8061 20.8735 -0.61
H 19.2716 -8.6485 17.2325 0.57
P 18.3552 -9.8789 18.9774 0.72
O 12.9620 -5.2590 19.5287 -0.70
C 19.5157 -11.2628 18.6224 -0.86
H 14.4539 -12.5989 19.0621 0.31
H 21.7318 -11.3348 18.7615 0.53
C 22.6396 -10.4699 16.2015 -1.37
C 16.5197 -6.9103 15.3118 -1.27
C 16.6764 -10.6532 19.3806 -1.16
H 16.2986 -6.5098 14.3224 0.37
H 13.3108 -12.8093 20.4343 0.36
H 17.0325 -8.7732 14.3371 0.36
O 11.8553 -4.0304 20.8376 -0.70
H 17.6384 -5.3762 23.2566 0.39
H 19.9471 -8.2946 20.0924 0.55
C 19.0120 -8.8031 20.3270 -0.90
C 15.0891 -11.7696 21.0196 -0.73
C 14.3536 -12.8458 20.1191 -1.15
H 15.0849 -12.2492 21.9984 0.38
H 21.1441 -9.7598 18.6113 0.27
H 21.1556 -11.9608 16.3890 0.38
O 6.6319 -3.3729 25.3602 -0.67
H 14.8444 -13.8164 20.1908 0.31
H 16.8277 -5.5701 21.6750 0.39
C 18.2227 -8.7533 17.5100 -1.14
H 20.5616 -10.3917 16.0675 0.18
```

ΔE to the lowest compared entry with this formula, charge and spin   127.69 kcal per mole
Maximum force   7.0 eV Å⁻¹
Electronic energy   -49554.9391 eV
HOMO level   -4.192 eV
Charge   -1
Multiplicity   1